Entry 1:
ORCA calculation (ωB97M-V/def2-TZVPD) on C3H9NO3 as an isolated structure.

Structure (XYZ):
```
16
Properties=species:S:1:pos:R:3:forces:R:3
C -0.536 2.231 -0.318 -0.4694 -0.3044 -0.2300
O -0.111 1.096 0.386 -0.4082 -1.2255 0.3487
H 1.295 0.577 -0.218 0.7889 -2.6413 0.0364
H -1.047 1.968 -1.256 -0.0030 0.0523 0.1014
H -1.216 2.815 0.310 -0.0651 0.0425 -0.1580
H 0.328 2.862 -0.565 -0.0945 -0.0435 -0.0236
C -0.776 -1.448 0.833 0.0108 0.5264 0.1738
C -0.097 -0.593 -0.188 -0.7055 2.1632 0.6113
O 1.937 -0.992 0.924 -0.3827 0.0176 -0.2993
O -0.719 -0.563 -1.390 -0.0412 -0.3643 -0.1692
N 1.294 -0.554 -0.282 1.3132 1.4435 -0.3273
H 2.545 -1.679 0.626 -0.1077 0.1076 -0.0942
H -0.081 -0.752 -2.092 0.1376 0.2421 0.1394
H -0.429 -1.176 1.824 0.0187 -0.0470 0.0099
H -1.850 -1.295 0.765 -0.0063 -0.0348 -0.0553
H -0.537 -2.495 0.640 0.0144 0.0657 -0.0641
```
Forces are in eV/Å.

energy above the lowest of the compared OMol25 structures with the same formula, charge and spin	4.686	eV
charge	0
gap between HOMO and LUMO	9.7	eV
E_tot	-400.04929	hartree

natural (NBO) population analysis, charges in e, atoms 1 to 2: -0.253, -0.705

***

Entry 2:
ORCA calculation (ωB97M-V/def2-TZVPD) on C17H31F3O2P2Pt as an isolated structure.

Structure (XYZ):
```
56
Properties=species:S:1:pos:R:3:forces:R:3
P -1.987 -0.984 -2.066 -0.0169 -0.1941 0.0343
P 0.652 -2.568 0.186 -0.6992 1.6138 -0.3015
C -1.326 -2.717 -1.945 -1.4797 -0.2459 -0.6409
C -0.712 -3.325 -0.694 1.5665 -1.2371 0.7866
H -0.733 -2.929 -2.845 -0.2674 0.0178 0.4342
H -2.294 -3.249 -2.018 1.3027 0.0635 0.0572
H -1.477 -3.719 -0.025 0.2661 0.2052 0.1035
H -0.045 -4.143 -0.983 -1.1351 -0.2975 -0.3885
C 2.240 -2.864 -0.638 0.0500 -0.3505 0.3973
H 2.995 -2.366 -0.005 -0.1508 -0.2463 -0.4260
H 2.236 -2.391 -1.636 -0.0887 -0.1690 0.5938
H 2.446 -3.939 -0.712 0.2314 0.1417 -0.0363
C 0.578 -3.072 1.905 0.5617 -0.4306 0.0730
H 0.986 -4.088 2.009 -0.1175 0.2509 0.3298
H -0.467 -3.033 2.249 0.4454 0.0697 -0.1786
H 1.187 -2.327 2.438 -0.2553 -0.4017 0.1030
C -1.777 -0.087 -3.619 -0.5732 -0.3727 -0.5346
H -1.978 0.975 -3.400 0.2341 -0.3457 -0.1454
H -2.486 -0.440 -4.389 0.3283 0.2944 0.0868
H -0.743 -0.211 -3.976 -0.3938 0.1130 0.2209
C -3.671 -0.841 -1.382 -0.2280 -0.1264 -0.5518
H -3.691 -1.232 -0.353 0.1414 0.2056 -0.3524
H -4.426 -1.369 -1.985 0.0905 0.1749 0.1972
H -3.923 0.230 -1.366 0.0482 -0.3246 0.1244
Pt -0.443 -0.751 -0.550 -0.1190 0.4167 -0.4089
C -1.480 -5.819 -1.542 1.1127 -1.1357 -0.2434
C -0.388 -5.707 -2.334 -1.1121 -1.3114 0.4737
C -0.457 -6.050 -3.786 0.2822 -0.2163 -0.8239
C -1.714 -5.523 -4.548 0.3325 -0.6537 -0.2305
C -2.338 -4.266 -4.029 -1.7009 0.2265 -0.2669
C -3.395 -4.239 -3.177 0.3088 -0.9538 -1.9758
C -3.878 -5.500 -2.514 -0.5053 -0.3798 0.2259
C -2.766 -6.453 -1.979 -0.6674 -0.4905 -0.1750
C -0.848 1.259 -0.534 -0.1568 2.4042 0.7330
H -1.446 -5.663 -0.460 0.3054 0.0474 -0.4971
H 0.637 -5.569 -1.969 -0.5755 0.3804 0.1574
H -0.419 -7.156 -3.914 0.0121 0.5277 0.0538
H 0.448 -5.673 -4.292 -0.2832 -0.0848 0.2183
H -1.410 -5.345 -5.596 -0.1491 -0.0599 0.4089
H -2.452 -6.341 -4.592 0.1278 0.4573 0.0310
H -1.927 -3.343 -4.466 -0.5214 -0.2863 0.1824
H -4.043 -3.364 -3.041 0.7244 -0.0207 0.0760
H -4.501 -6.082 -3.225 0.1795 0.2782 0.3425
H -4.546 -5.251 -1.670 0.2241 0.0634 -0.3786
H -3.185 -6.984 -1.100 0.1965 0.2673 -0.4125
H -2.592 -7.249 -2.725 0.1300 0.4036 0.2909
H -0.918 1.500 0.546 -0.0216 0.3288 -0.6144
H -1.774 1.590 -1.052 0.4945 -0.0746 0.3016
H 0.036 1.765 -0.983 -0.5755 -0.1746 0.2833
F 2.078 2.346 2.059 0.5812 -0.9695 -0.0765
C 2.606 1.095 1.903 -0.0716 0.1226 -0.1856
F 3.940 1.210 1.693 -0.8868 0.0550 0.3961
F 2.411 0.428 3.075 0.3526 0.5140 -0.7436
C 1.907 0.362 0.698 -0.6200 -0.2625 -0.3082
O 2.372 0.433 -0.441 -0.0770 0.0562 1.3450
O 0.825 -0.247 1.068 2.8184 2.1166 1.8350
```
Forces are in eV/Å.

expectation value of S²	2.0101
charge	0
multiplicity	3
gap between HOMO and LUMO (spin up / spin down)	3.9 / 7.7	eV
E_tot	-1918.18141	hartree

natural (NBO) population analysis, charges in e, atoms 1 to 2: 0.990, 1.185

***

Entry 3:
ORCA calculation (ωB97M-V/def2-TZVPD) on a 5-piece molecular cluster, C29H36BrF3N2O13S overall.

Structure (XYZ):
```
85
Properties=species:S:1:pos:R:3:forces:R:3
C 6.841 -2.835 0.702 -0.0606 -0.4520 0.1300
O 6.843 -1.431 0.245 -1.2968 -0.5801 1.9852
C 6.017 -0.577 1.154 -0.0831 0.6133 0.0060
C 4.518 -0.245 0.527 0.4808 -0.6257 0.3135
C 3.520 0.428 1.661 -0.4750 -0.0016 -0.8978
C 2.548 1.622 1.008 0.9146 -0.9247 -0.3976
C 1.551 0.857 -0.045 0.2212 -0.4404 -0.4810
C -0.050 1.119 0.196 -0.3045 -0.9569 -1.4683
C -0.807 -0.325 -0.177 -1.6468 -1.8186 0.4920
C -1.760 -1.169 0.857 1.6389 0.0325 -3.7100
C -2.100 -0.633 2.373 -0.7113 -0.8977 -0.0852
C -3.567 0.161 2.427 -0.6073 -0.5585 0.1329
C -4.743 -0.738 3.187 -3.5015 -1.6783 -1.4622
F -4.710 -0.981 4.676 -0.0153 0.8810 -4.6567
C -5.927 -1.338 2.471 1.7017 1.0290 1.6913
F -6.098 -1.271 0.971 0.3881 -0.3025 5.4606
F -7.043 -2.022 3.205 3.9221 2.3074 -3.0733
C -2.371 -2.611 0.270 2.7977 1.6156 -4.4063
Br -3.522 -3.825 1.368 1.3326 1.4473 -1.2249
C -2.008 -3.116 -1.272 -0.1297 1.5395 1.8513
C -1.098 -2.274 -2.347 0.0892 0.7985 1.2412
N -0.731 -2.635 -3.790 0.1243 4.2174 5.2959
S 0.231 -1.227 -4.267 -1.8440 -0.6533 4.5456
N 0.294 -0.219 -2.843 -3.0477 -3.6175 1.8856
C -0.519 -0.870 -1.730 0.3065 -1.4720 -2.8884
H 5.736 -3.189 0.969 2.3867 0.6678 -0.6217
H 7.282 -3.489 -0.162 -0.9913 1.3354 1.5524
H 7.557 -2.988 1.636 -1.5336 0.4528 -1.7414
H 6.609 0.433 1.302 -1.1544 -1.9873 -0.3764
H 5.939 -1.082 2.207 -0.0041 0.8367 -1.9330
H 4.660 0.426 -0.434 -0.3798 -1.2966 2.0145
H 4.052 -1.274 0.219 0.9248 1.9606 0.3528
H 4.156 0.820 2.562 -1.3163 -0.7416 -1.5739
H 2.754 -0.435 1.969 1.8526 1.9177 -0.1880
H 3.206 2.375 0.358 -1.3901 -1.4993 1.6875
H 2.006 2.181 1.884 0.8574 -1.0384 -1.8201
H 1.862 1.158 -1.156 -0.8893 -0.6206 2.5418
H 1.706 -0.324 0.011 -0.1362 2.5428 0.0885
H -0.398 1.864 -0.669 0.5232 -1.4332 2.0700
H -0.331 1.517 1.264 0.6769 -1.1155 -2.6530
H -1.282 0.071 2.832 -1.5588 -1.6429 -1.2863
H -2.241 -1.591 3.063 0.5537 1.9951 -1.5057
H -3.956 0.342 1.314 0.6959 -0.4007 2.6002
H -3.462 1.202 2.980 -0.3398 -2.3373 -1.1559
H -2.434 -4.158 -1.639 0.8340 2.4565 1.0322
O 3.114 -3.830 0.428 -2.2016 -1.4273 0.2106
C 2.094 -4.493 0.512 1.9439 1.3687 -0.1782
O 0.860 -3.980 0.790 1.0540 -0.1673 -0.1057
C -0.076 -5.020 0.577 -1.0533 -0.0817 -0.0678
C 0.744 -6.259 0.739 -0.3652 -1.0057 0.2308
O 2.038 -5.847 0.342 0.2926 0.9612 -0.0245
H -0.892 -4.963 1.302 0.2136 0.1622 -0.1415
H -0.489 -4.922 -0.432 0.1096 -0.0446 0.1708
H 0.786 -6.599 1.780 0.0104 0.0298 -0.0710
H 0.388 -7.079 0.111 0.2366 0.1167 0.0538
O -1.104 2.171 2.800 -1.1659 2.0488 2.0055
C -1.574 3.010 3.550 0.8565 -1.0283 -0.9052
O -2.629 3.818 3.239 0.9542 -0.8628 -0.1403
C -3.007 4.478 4.433 -0.9956 0.6659 0.3240
C -1.761 4.438 5.257 0.2220 0.7533 0.9433
O -1.112 3.263 4.809 -0.2668 -0.5876 -1.2023
H -3.336 5.499 4.224 0.0464 -0.2484 -0.1519
H -3.832 3.926 4.896 0.0826 0.0310 -0.0464
H -1.107 5.297 5.068 -0.0561 -0.1009 -0.0030
H -1.972 4.381 6.328 0.1662 -0.1385 -0.1952
O 2.811 2.674 -2.664 -0.4199 -0.0065 -2.6770
C 2.605 2.650 -3.866 0.3647 -0.0157 2.4292
O 1.844 1.711 -4.500 0.6794 0.5619 0.5405
C 1.668 2.155 -5.832 -0.7729 -0.3331 -0.7614
C 2.836 3.061 -6.049 0.4361 0.3547 -1.0027
O 3.108 3.558 -4.752 -0.3466 -0.4832 0.8106
H 1.661 1.310 -6.525 -0.0223 0.0272 0.2512
H 0.711 2.683 -5.905 0.0749 -0.0389 0.0238
H 3.718 2.525 -6.415 -0.0694 0.0324 0.0457
H 2.607 3.879 -6.737 0.1135 -0.0281 0.2483
O -3.286 3.613 -4.848 -0.6412 -1.7373 1.9521
C -3.582 2.830 -3.960 0.6517 1.5625 -1.7867
O -2.702 1.983 -3.352 -0.5030 0.6430 -0.6649
C -3.375 1.417 -2.243 0.4272 -0.6655 0.8585
C -4.816 1.542 -2.616 -0.8555 -0.5788 0.4401
O -4.839 2.687 -3.447 0.8099 0.3681 -0.4421
H -3.072 0.377 -2.096 0.1171 0.1983 -0.0960
H -3.123 1.992 -1.346 -0.0030 -0.0318 -0.0477
H -5.176 0.681 -3.190 0.0469 0.0672 0.0478
H -5.461 1.683 -1.744 0.0226 0.1053 -0.2387
```
Forces are in eV/Å.

energy above the lowest of the compared OMol25 structures with the same formula, charge and spin	16.655	eV
SMILES string	COCCCCCCc1c(CCC(F)=C(F)F)c(Br)cc2nsnc12.O=C1OCCO1.O=C1OCCO1.O=C1OCCO1.O=C1OCCO1
charge	0
gap between HOMO and LUMO	6.8	eV
E_tot	-5485.46871	hartree

Löwdin population analysis, charges in e, atoms 1 to 2: -0.132, -0.270

***

Entry 4:
ORCA calculation (ωB97M-V/def2-TZVPD) on C11H9Br6N2O4PbS4Sb as an isolated structure.

Structure (XYZ):
```
38
Properties=species:S:1:pos:R:3:forces:R:3
Pb -0.363 0.016 0.067 -0.0300 -0.0040 0.2817
Br -2.872 -2.239 0.814 0.0390 -0.0614 -0.0543
C -3.630 -1.038 2.100 -0.0038 0.0245 -0.0051
Br -5.439 -1.505 2.629 0.0194 0.0130 -0.0007
H -3.660 -0.041 1.677 -0.0268 0.0043 0.0242
H -3.020 -1.067 2.993 -0.0153 0.0031 0.0094
S -3.277 5.690 1.843 0.0470 0.0415 -0.0193
Sb -1.469 4.125 0.980 0.0160 -0.0145 -0.0396
S -4.399 3.986 2.258 -0.0363 -0.0481 0.0292
S -2.795 2.709 2.634 -0.0186 -0.0237 -0.0519
S -2.206 3.532 -1.082 0.0074 -0.0105 0.0225
Br 5.132 -4.142 2.196 -0.0089 0.0063 -0.0061
C 4.117 -2.716 1.462 0.0530 0.0014 0.0031
C 4.727 -1.748 0.686 0.0012 -0.0025 0.0029
Br 6.588 -1.814 0.329 0.0009 -0.0082 0.0032
C 3.950 -0.705 0.156 -0.0616 -0.0015 0.0253
Br 4.718 0.671 -0.897 0.0017 0.0124 -0.0312
C 2.581 -0.609 0.384 0.0206 0.0832 -0.0570
O 1.845 0.357 -0.103 0.0697 -0.0899 -0.0384
C 1.945 -1.613 1.199 0.0511 -0.0482 0.0341
O 0.674 -1.508 1.429 -0.0374 0.0402 -0.0200
C 2.740 -2.640 1.711 -0.0589 0.0208 -0.0101
Br 1.842 -3.923 2.773 -0.0032 -0.0189 0.0220
C 1.837 0.327 -3.886 -0.0062 0.0024 0.0217
C 0.710 -0.043 -2.974 -0.0064 -0.0653 -0.0086
N -0.016 0.831 -2.382 -0.0360 0.0645 -0.1069
O 0.378 2.146 -2.588 0.0231 -0.0120 -0.0147
C 0.407 -1.454 -2.696 -0.0046 0.0216 0.0737
C 0.731 -2.543 -3.670 -0.0008 0.0084 -0.0228
N -0.207 -1.722 -1.573 -0.0104 0.0688 -0.1026
O -0.646 -2.890 -1.306 -0.0069 -0.0148 0.0192
H 1.653 1.292 -4.351 0.0016 0.0006 -0.0034
H 1.992 -0.435 -4.647 0.0067 0.0053 -0.0028
H 2.747 0.407 -3.285 0.0150 0.0157 0.0008
H -0.332 2.658 -2.146 -0.0040 -0.0142 0.0209
H 0.151 -2.456 -4.596 0.0025 0.0061 -0.0009
H 0.483 -3.492 -3.199 -0.0020 0.0047 0.0055
H 1.790 -2.540 -3.937 0.0022 -0.0111 -0.0030
```
Forces are in eV/Å.

energy above the lowest of the compared OMol25 structures with the same formula, charge and spin	0.000	eV
charge	-2
gap between HOMO and LUMO	6.3	eV
E_tot	-18305.08504	hartree

natural (NBO) population analysis, charges in e, atoms 1 to 2: 1.347, 0.118

***

Entry 5:
ORCA calculation (ωB97M-V/def2-TZVPD) on an isolated ion of composition C6H14N3 and charge +1.

Structure (XYZ):
```
23
Properties=species:S:1:pos:R:3:forces:R:3
C -0.253 -1.238 1.303 -0.7085 -0.7619 0.5295
C 0.012 -0.525 0.009 -1.5074 1.4817 -0.2442
C 0.920 0.742 0.196 0.7922 -1.5465 -1.0061
C 1.079 1.344 -1.185 -0.3141 -3.7960 -0.7040
N 2.296 0.255 0.708 -2.8113 -0.6604 -2.5422
C -1.404 -0.048 -0.616 0.8773 0.2877 -1.0581
N -2.255 -1.172 -0.840 -0.9256 0.7280 -3.9251
C -1.861 1.019 0.284 -2.3400 0.5820 1.0352
N -2.467 1.761 0.934 1.0590 -0.4377 -0.4204
H -0.551 -0.516 2.076 0.3976 -0.3170 0.1337
H 0.656 -1.848 1.559 -1.0750 0.3579 0.2775
H -1.154 -1.917 1.192 1.4571 0.4193 0.2144
H 0.360 -1.270 -0.674 0.8206 -0.0459 -0.8280
H 0.534 1.388 0.961 -0.2240 0.4071 0.2873
H 1.260 0.416 -1.892 -0.5796 1.7499 1.0618
H 1.844 1.986 -1.463 1.2764 1.7627 0.2610
H 0.097 1.701 -1.352 -0.5127 0.9311 -0.8997
H 2.151 -0.431 1.377 -0.1184 -1.4524 2.2120
H 2.891 0.951 0.971 1.9429 2.5954 1.3525
H 2.717 -0.205 -0.064 0.7015 -0.6700 -1.1049
H -1.401 0.525 -1.617 0.7102 -1.2936 1.2941
H -2.877 -1.180 -1.742 1.7649 0.2463 2.7673
H -2.594 -1.738 -0.125 -0.6831 -0.5675 1.3062
```
Forces are in eV/Å.

energy above the lowest of the compared OMol25 structures with the same formula, charge and spin	2.047	eV
SMILES string	C[C@H]([C@H](C)[NH3+])[C@@H](N)C#N
charge	+1
gap between HOMO and LUMO	9.7	eV
E_tot	-400.97508	hartree

natural (NBO) population analysis, charges in e, atoms 1 to 2: -0.642, -0.237

***

- Which value of E_tot does entry 1 give?
  -400.04929 hartree